Entry 1:
{
  "formula": "H22KrO11",
  "method": "ωB97M-V with the def2-TZVPD basis set",
  "lumo_ev": -0.6,
  "charge": 0,
  "largest_force_ev_per_a": 1.009,
  "energy_ev": -97809.73354,
  "de_lowest_ev": 0.681,
  "gap_ha": 0.3492,
  "e_homo_ev": -10.08,
  "species": ["Kr", "O", "H", "H", "O", "H", "H", "O", "H", "H", "O", "H", "H", "O", "H", "H", "O", "H", "H", "O", "H", "H", "O", "H", "H", "O", "H", "H", "O", "H", "H", "O", "H", "H"],
  "positions_angstrom": [[-0.265, -0.163, -0.321], [-0.144, -3.498, 0.067], [-0.168, -4.441, -0.095], [0.628, -3.192, -0.410], [3.659, 0.179, -0.426], [3.818, 1.116, -0.538], [3.365, -0.119, -1.287], [-1.079, -2.548, 2.612], [-0.651, -1.692, 2.598], [-0.759, -2.989, 1.825], [2.180, -2.620, -1.516], [3.134, -2.670, -1.456], [1.965, -3.089, -2.322], [-2.809, -2.691, -0.529], [-1.877, -2.907, -0.485], [-2.831, -1.779, -0.818], [1.058, 2.040, -2.765], [0.319, 1.632, -3.215], [1.775, 1.413, -2.865], [0.907, 2.955, 2.439], [0.909, 3.219, 1.519], [0.734, 2.014, 2.418], [0.382, 3.352, -0.351], [0.509, 2.817, -1.134], [0.024, 4.177, -0.680], [-2.281, 2.711, -0.333], [-2.567, 3.057, 0.513], [-1.353, 2.940, -0.384], [-4.207, 0.388, -0.087], [-3.515, 1.021, -0.278], [-5.014, 0.902, -0.110], [1.102, -0.245, 2.766], [1.783, -0.472, 2.133], [1.268, -0.820, 3.513]],
  "mulliken_charge": [-0.013, -0.615, 0.290, 0.284, -0.572, 0.306, 0.266, -0.634, 0.314, 0.360, -0.652, 0.312, 0.311, -0.603, 0.366, 0.293, -0.654, 0.319, 0.282, -0.653, 0.348, 0.299, -0.714, 0.341, 0.321, -0.665, 0.324, 0.383, -0.596, 0.358, 0.285, -0.577, 0.294, 0.290]
}

Entry 2:
{
  "formula": "C24H29N5O3S",
  "method": "ωB97M-V with the def2-TZVPD basis set",
  "lumo_ev": 0.6,
  "charge": 0,
  "largest_force_ev_per_a": 1.158,
  "energy_ev": -49786.96218,
  "de_lowest_ev": 3.321,
  "gap_ha": 0.2812,
  "e_homo_ev": -7.10,
  "species": ["C", "H", "H", "H", "C", "N", "C", "N", "N", "C", "C", "C", "C", "C", "C", "C", "C", "H", "H", "O", "C", "H", "H", "H", "H", "H", "H", "H", "S", "C", "H", "H", "C", "O", "N", "C", "C", "C", "C", "C", "C", "H", "H", "N", "C", "H", "C", "H", "O", "C", "C", "H", "H", "H", "H", "H", "H", "H", "H", "H", "H", "H"],
  "positions_angstrom": [[-5.692, -1.465, -0.287], [-6.057, -1.190, 0.700], [-5.561, -2.544, -0.322], [-6.434, -1.180, -1.027], [-4.370, -0.765, -0.588], [-3.363, -1.114, 0.378], [-2.530, -2.193, 0.341], [-1.759, -2.210, 1.399], [-2.073, -1.136, 2.146], [-3.029, -0.486, 1.550], [-3.616, 0.797, 2.011], [-3.190, 1.918, 1.093], [-4.112, 2.796, 0.549], [-3.717, 3.819, -0.299], [-2.373, 3.972, -0.620], [-1.440, 3.086, -0.076], [-1.845, 2.078, 0.769], [-1.114, 1.402, 1.186], [-0.401, 3.212, -0.333], [-1.871, 4.934, -1.441], [-2.758, 5.866, -2.011], [-2.140, 6.531, -2.611], [-3.495, 5.377, -2.657], [-3.276, 6.449, -1.243], [-4.466, 4.484, -0.698], [-5.161, 2.694, 0.790], [-3.244, 0.977, 3.022], [-4.705, 0.728, 2.046], [-2.516, -3.333, -0.968], [-1.049, -4.322, -0.521], [-1.117, -4.541, 0.543], [-1.134, -5.231, -1.115], [0.246, -3.594, -0.890], [0.841, -3.851, -1.915], [0.600, -2.682, 0.038], [1.633, -1.740, -0.013], [1.646, -0.745, 0.963], [2.627, 0.220, 0.971], [3.651, 0.225, 0.014], [3.619, -0.774, -0.963], [2.629, -1.738, -0.981], [2.630, -2.496, -1.747], [4.379, -0.823, -1.726], [4.591, 1.252, 0.024], [5.218, 1.636, 1.274], [4.541, 1.484, 2.112], [6.496, 0.813, 1.499], [7.022, 1.148, 2.394], [7.404, 0.966, 0.431], [6.815, 0.580, -0.794], [5.543, 1.395, -1.059], [5.084, 1.116, -2.006], [5.816, 2.456, -1.107], [7.567, 0.764, -1.563], [6.575, -0.494, -0.766], [6.224, -0.249, 1.611], [5.479, 2.698, 1.213], [2.586, 0.995, 1.721], [0.868, -0.728, 1.714], [-0.047, -2.554, 0.822], [-4.004, -1.069, -1.574], [-4.490, 0.321, -0.574]],
  "mulliken_charge": [-1.038, 0.287, 0.311, 0.402, -0.568, 0.407, 0.623, -0.475, -0.842, 0.493, -0.988, 0.017, -0.498, -0.589, 1.055, -0.766, -0.370, 0.503, 0.491, -0.453, -0.850, 0.245, 0.338, 0.342, 0.375, 0.358, 0.363, 0.294, -0.151, -0.919, 0.367, 0.446, 0.712, -0.654, -0.110, 0.277, -0.730, -0.625, 1.131, -0.164, -1.258, 0.519, 0.308, -0.043, -0.666, 0.332, -0.574, 0.383, -0.411, -0.381, -1.018, 0.491, 0.378, 0.355, 0.331, 0.305, 0.317, 0.424, 0.360, 0.226, 0.416, 0.160]
}

Entry 3:
{
  "formula": "C6H10N2",
  "method": "ωB97M-V with the def2-TZVPD basis set",
  "lumo_ev": 0.9,
  "charge": 0,
  "largest_force_ev_per_a": 0.907,
  "energy_ev": -9363.17156,
  "de_lowest_ev": 1.265,
  "gap_ha": 0.3907,
  "e_homo_ev": -9.74,
  "species": ["C", "C", "N", "C", "C", "C", "N", "C", "H", "H", "H", "H", "H", "H", "H", "H", "H", "H"],
  "positions_angstrom": [[-1.823, -0.252, -0.790], [0.744, 1.994, 0.758], [0.236, 0.161, 2.190], [-0.623, -1.116, -0.505], [0.502, 0.539, 1.019], [1.742, -0.556, -0.827], [-0.578, -2.373, -0.518], [0.612, -0.380, -0.150], [0.103, -0.842, 2.298], [-1.451, -2.837, -0.765], [-1.574, 0.486, -1.554], [-2.116, 0.278, 0.118], [-2.659, -0.859, -1.135], [1.792, 2.147, 0.509], [0.503, 2.568, 1.645], [0.146, 2.333, -0.085], [1.799, -1.271, -1.627], [2.643, -0.021, -0.582]],
  "mulliken_charge": [-1.187, -1.184, -0.728, 0.512, 0.574, -1.083, -0.659, 0.538, 0.281, 0.254, 0.298, 0.297, 0.434, 0.328, 0.368, 0.297, 0.364, 0.296]
}

Entry 4:
{
  "formula": "C3H7N2S",
  "method": "ωB97M-V with the def2-TZVPD basis set",
  "lumo_ev": -4.3,
  "charge": 1,
  "largest_force_ev_per_a": 5.272,
  "energy_ev": -17030.56137,
  "de_lowest_ev": 3.009,
  "gap_ha": 0.3557,
  "e_homo_ev": -13.97,
  "species": ["C", "C", "C", "N", "N", "S", "H", "H", "H", "H", "H", "H", "H"],
  "positions_angstrom": [[0.557, -0.711, 0.013], [0.503, 0.807, 0.445], [-1.737, -0.550, -0.127], [-0.727, -1.359, 0.138], [1.248, 1.724, -0.249], [-1.631, 1.091, 0.104], [0.792, -0.973, -0.981], [1.293, -1.275, 0.698], [0.475, 0.746, 1.491], [-3.064, -1.300, -0.372], [-0.800, -2.291, -0.208], [1.799, 2.300, 0.261], [1.292, 1.793, -1.212]],
  "mulliken_charge": [-0.529, -0.052, 0.045, -0.139, -0.371, -0.049, 0.381, 0.245, 0.442, 0.335, 0.293, 0.209, 0.190]
}

Entry 5:
{
  "formula": "C21H29Br33N3O",
  "method": "ωB97M-V with the def2-TZVPD basis set",
  "lumo_ev": -2.5,
  "charge": 1,
  "largest_force_ev_per_a": 2.250,
  "energy_ev": -2340158.00034,
  "gap_ha": 0.3189,
  "e_homo_ev": -11.19,
  "species": ["C", "C", "N", "C", "C", "C", "C", "N", "C", "C", "N", "C", "C", "O", "H", "H", "H", "H", "H", "H", "H", "H", "H", "H", "H", "H", "H", "H", "H", "H", "H", "H", "C", "Br", "Br", "Br", "H", "C", "Br", "Br", "Br", "H", "C", "Br", "Br", "Br", "H", "C", "Br", "Br", "Br", "H", "C", "Br", "Br", "Br", "H", "C", "Br", "Br", "Br", "H", "C", "Br", "Br", "Br", "H", "C", "Br", "Br", "Br", "H", "C", "Br", "Br", "Br", "H", "C", "Br", "Br", "Br", "H", "C", "Br", "Br", "Br", "H"],
  "positions_angstrom": [[1.248, 0.111, 0.743], [-0.264, -0.226, 0.629], [-0.686, -1.545, 1.109], [-0.065, -2.677, 0.427], [-0.219, -2.640, -1.126], [1.095, -2.189, -1.733], [1.327, -1.062, -2.454], [2.707, -1.118, -2.712], [3.242, -2.209, -2.192], [4.695, -2.611, -2.238], [2.271, -2.903, -1.574], [-0.544, -1.667, 2.542], [-1.801, -2.016, 3.353], [0.501, -1.541, 3.120], [1.904, -0.765, 0.754], [1.529, 0.715, -0.133], [1.478, 0.725, 1.617], [-0.614, -0.045, -0.394], [-0.794, 0.515, 1.238], [0.999, -2.764, 0.712], [-0.544, -3.625, 0.734], [-1.020, -1.960, -1.424], [-0.469, -3.649, -1.473], [0.623, -0.294, -2.727], [3.184, -0.387, -3.218], [4.877, -3.413, -2.956], [5.291, -1.722, -2.436], [4.969, -2.940, -1.228], [2.368, -3.779, -1.085], [-1.671, -2.993, 3.827], [-1.928, -1.247, 4.121], [-2.668, -2.037, 2.694], [-2.603, 3.126, 1.283], [-3.408, 1.742, 0.210], [-1.812, 2.410, 2.888], [-1.350, 4.170, 0.261], [-3.400, 3.791, 1.590], [-5.245, -3.442, 0.197], [-5.525, -4.284, 1.908], [-4.335, -1.750, 0.370], [-4.307, -4.595, -1.027], [-6.219, -3.248, -0.225], [6.069, 1.226, -0.294], [5.875, 0.861, 1.584], [7.686, 0.479, -1.017], [4.515, 0.642, -1.291], [6.136, 2.300, -0.408], [8.143, 4.042, -3.512], [7.930, 4.335, -1.617], [9.951, 3.562, -3.959], [6.871, 2.757, -4.190], [7.929, 4.983, -4.000], [-9.466, -1.524, -1.404], [-10.326, 0.041, -2.124], [-7.634, -1.159, -0.907], [-10.457, -2.279, 0.064], [-9.441, -2.266, -2.190], [4.858, 6.793, -1.851], [2.955, 7.018, -2.058], [5.768, 6.865, -3.549], [5.599, 8.050, -0.595], [5.022, 5.804, -1.446], [-4.976, 2.235, 5.847], [-5.040, 1.289, 4.169], [-3.317, 1.913, 6.776], [-5.309, 4.118, 5.611], [-5.771, 1.843, 6.466], [4.381, 10.860, -5.093], [4.193, 11.116, -3.192], [6.199, 10.442, -5.574], [3.148, 9.533, -5.757], [4.130, 11.797, -5.570], [-2.493, -6.941, 1.558], [-2.776, -7.808, 3.252], [-1.612, -5.234, 1.769], [-1.552, -8.073, 0.313], [-3.468, -6.739, 1.132], [-0.960, -9.337, 7.051], [-2.840, -9.411, 6.615], [-0.147, -11.082, 6.980], [-0.014, -8.064, 5.956], [-0.887, -8.992, 8.073], [-4.388, 4.049, -3.203], [-5.280, 2.343, -3.074], [-4.553, 5.071, -1.578], [-2.544, 3.853, -3.737], [-4.887, 4.608, -3.982]],
  "mulliken_charge": [-1.080, 0.134, 0.620, 0.980, -0.918, 0.463, -1.008, -0.009, 0.275, -1.015, 0.063, 0.316, -0.866, -0.528, 0.198, 0.283, 0.464, 0.412, -0.421, 0.525, -1.422, 0.391, 0.339, 0.576, 0.390, 0.348, 0.222, 0.367, 0.316, 0.310, 0.353, -0.017, -0.453, 0.126, -0.075, -0.022, 0.464, -0.052, -0.047, 0.092, -0.073, 0.033, -0.048, -0.007, 0.007, 0.049, 0.045, -0.198, -0.055, -0.002, -0.008, 0.202, -0.393, -0.026, 0.059, -0.012, 0.375, -0.094, -0.005, 0.083, 0.010, 0.088, -0.353, 0.018, -0.027, -0.010, 0.360, -0.323, -0.003, -0.016, -0.016, 0.338, -0.299, 0.026, 0.025, -0.035, 0.254, -0.299, -0.046, 0.000, -0.011, 0.339, -0.357, -0.010, -0.010, -0.017, 0.351]
}

Entry 6:
{
  "formula": "C6H14N2O2Sn",
  "method": "ωB97M-V with the def2-TZVPD basis set",
  "lumo_ev": -11.1,
  "charge": 2,
  "largest_force_ev_per_a": 7.751,
  "energy_ev": -19337.29037,
  "de_lowest_ev": 2.545,
  "gap_ha": 0.1914,
  "e_homo_ev": -16.33,
  "species": ["Sn", "C", "C", "O", "N", "C", "H", "H", "H", "H", "H", "H", "H", "C", "C", "O", "N", "C", "H", "H", "H", "H", "H", "H", "H"],
  "positions_angstrom": [[-0.386, 1.532, 2.957], [-3.059, -2.475, 1.325], [-1.607, -2.011, 1.314], [-1.306, -1.036, 1.927], [-0.642, -2.577, 0.587], [0.735, -2.115, 0.389], [-3.077, -2.881, 0.314], [-3.756, -1.642, 1.409], [-3.316, -3.282, 2.012], [-0.872, -3.474, 0.183], [0.677, -1.321, -0.356], [1.356, -2.933, 0.022], [1.260, -1.692, 1.245], [0.165, 0.939, -2.174], [0.771, 1.654, -1.023], [0.544, 1.222, 0.130], [1.586, 2.697, -1.227], [2.216, 3.368, -0.110], [0.898, 0.842, -2.974], [-0.772, 1.386, -2.505], [-0.249, -0.036, -1.921], [1.717, 3.095, -2.146], [1.418, 3.866, 0.441], [2.936, 4.125, -0.421], [2.762, 2.750, 0.603]],
  "mulliken_charge": [1.681, -1.034, 0.601, -0.478, -0.188, -0.513, 0.347, 0.308, 0.299, 0.238, -0.027, 0.352, 0.194, -1.148, 0.666, -0.506, -0.133, -0.740, 0.386, 0.344, 0.282, 0.266, 0.212, 0.332, 0.257]
}